Density functional theory data (ωB97M-V/def2-TZVPD) for C26H26Br27N2O2PS2 as an isolated structure.

- HOMO-LUMO gap (eV) = 7.0
- HOMO energy (eV) = -8.44
- relative energy (zero: lowest compared OMol25 entry of this formula, charge and spin) (kcal per mole) = 69.5
- maximum force (eV/Å) = 4.4
- 2S+1 = 1

Cartesian coordinates (Å):
Br  -7.18  -6.91  -0.93
H  -6.44  -6.18  -3.19
H  -6.47  3.44  -1.63
C  5.79  0.35  9.79
C  10.07  -1.23  7.49
H  -11.04  -0.45  0.75
C  -0.70  3.69  -2.74
Br  -2.97  -3.10  -2.63
H  9.47  -1.69  3.82
H  5.88  0.34  -1.79
Br  -1.82  -1.01  2.03
Br  9.40  -1.48  1.35
H  6.85  0.55  9.94
C  -3.19  4.24  -1.16
Br  7.17  -0.81  3.55
Br  -2.17  -5.76  -1.01
Br  8.29  -3.80  3.27
Br  -10.39  -0.81  -1.62
Br  -8.01  -4.34  -2.66
C  -1.76  1.48  -3.76
Br  -10.52  1.88  0.10
H  2.50  2.60  1.90
H  -1.05  4.76  -2.73
H  -2.83  5.16  -1.68
C  -7.42  -6.18  -2.71
H  2.07  4.34  -2.28
C  1.91  2.81  0.98
H  -0.48  0.23  -5.11
C  1.61  3.79  -1.41
P  -5.79  2.30  -1.11
C  4.17  -0.73  1.59
N  -5.02  -0.26  -3.26
H  4.82  -0.50  2.43
H  -0.01  3.54  -3.62
C  -11.26  0.11  -0.15
Br  -3.57  -5.99  -3.88
Br  11.15  -1.85  6.01
H  -4.22  4.44  -0.73
Br  -0.25  -3.50  3.30
O  1.35  -0.89  -3.67
Br  6.73  0.35  -4.12
Br  5.49  -1.52  10.16
C  -4.10  0.76  -3.05
Br  5.40  0.80  7.94
C  -4.26  1.98  -2.15
S  -4.43  -1.38  -4.36
Br  5.49  2.73  -2.36
Br  -8.59  -7.28  -3.79
Br  10.16  0.70  7.69
H  10.49  -1.66  8.40
S  -6.90  0.73  -0.85
Br  -13.18  0.15  -0.36
H  -0.85  -0.30  -1.53
H  0.05  1.75  1.78
C  2.44  3.52  -0.21
H  -1.53  -3.32  1.18
Br  5.13  -1.97  0.46
H  0.58  -1.38  -1.39
C  0.79  0.00  -3.06
C  0.51  2.33  0.93
C  8.70  -1.91  3.10
Br  -3.40  -3.69  2.77
Br  3.80  0.94  0.69
C  -1.89  2.66  -2.89
C  -2.40  -4.95  -2.75
C  5.51  0.82  -2.69
N  -2.93  -0.67  -4.66
Br  3.73  0.13  -3.01
H  0.75  0.32  -0.82
H  3.50  3.86  -0.18
C  0.18  3.35  -1.46
Br  4.83  1.49  11.02
H  -1.37  2.20  -0.23
C  -1.73  -2.93  2.17
Br  8.24  -1.85  7.36
H  -5.31  2.70  0.19
H  -1.42  -4.95  -3.23
C  -2.85  0.46  -3.90
Br  2.55  -1.49  2.33
O  0.68  1.26  -3.69
C  -0.44  1.25  -4.62
C  0.28  -0.32  -1.62
C  -3.16  2.96  -2.06
H  -2.53  4.11  -0.25
C  -0.33  2.61  -0.29
H  -0.32  2.03  -5.42

Löwdin population analysis, charges in e, atoms 1 to 4:
1. Br 0.558
2. H -0.096
3. H -0.010
4. C -1.627

Density functional theory data (ωB97M-V/def2-TZVPD) for C26H26BrN4 as an isolated structure.

- total charge = +1
- HOMO-LUMO gap (eV) = 5.9
- HOMO energy (eV) = -9.63
- relative energy (zero: lowest compared OMol25 entry of this formula, charge and spin) (kcal per mole) = 84.2
- maximum force (eV/Å) = 6.5
- 2S+1 = 1

Cartesian coordinates (Å):
C  -1.63  6.11  0.74
H  -4.49  -3.73  0.18
H  2.86  0.87  -0.71
C  -4.60  -1.81  1.25
C  -0.73  -1.43  -0.36
C  -0.73  3.50  -1.64
H  -0.20  5.72  -2.26
C  -4.02  -2.78  0.42
H  0.37  0.20  -1.24
H  5.37  -3.18  0.69
N  -0.87  5.46  -0.29
H  -1.50  -5.39  -0.55
C  2.08  -2.11  0.58
C  -3.96  -0.58  1.48
H  5.91  -1.30  0.08
C  -2.18  -4.73  -1.10
C  1.64  -0.83  0.03
C  0.10  1.98  0.51
C  -0.75  6.26  -1.48
H  0.12  -3.25  -1.46
H  -4.46  0.16  2.11
C  3.58  -4.35  1.26
C  -0.70  -2.73  -0.96
H  -3.21  -4.95  -0.82
C  0.33  -0.48  -0.33
H  -1.76  6.50  -1.86
C  -2.70  -0.31  0.93
H  -2.48  6.61  0.22
C  -0.64  4.12  -0.38
H  -0.99  6.87  1.20
H  0.35  -3.14  1.24
H  -2.20  0.64  1.12
H  -5.57  -2.02  1.71
H  5.53  0.42  0.39
C  2.81  -0.13  -0.31
H  -2.02  -4.88  -2.17
N  3.91  -0.87  -0.02
H  -2.01  5.42  1.50
H  4.13  -5.26  1.52
C  -0.48  2.16  -1.76
H  -1.03  4.05  -2.52
H  -0.58  1.63  -2.70
C  4.28  -3.21  0.81
C  1.43  -3.20  1.09
C  5.29  -0.46  -0.22
C  3.50  -2.10  0.51
Br  0.33  4.15  2.37
C  2.17  -4.35  1.39
H  1.64  -5.25  1.73
H  -0.19  7.16  -1.23
H  0.44  1.36  1.35
C  -2.77  -2.48  -0.12
N  -0.06  1.43  -0.71
H  5.49  -0.22  -1.28
N  -1.89  -3.34  -0.78
C  -2.08  -1.27  0.14
C  -0.18  3.34  0.71

Löwdin population analysis, charges in e, atoms 1 to 4:
1. C -0.086
2. H 0.102
3. H 0.143
4. C -0.077

Density functional theory data (ωB97M-V/def2-TZVPD) for C26H26Cl3CoN4OS2 as an isolated structure.

- total charge = -1
- HOMO-LUMO gap (alpha / beta) (eV) = 6.3 / 6.3
- HOMO energy (alpha / beta) (eV) = -3.88 / -3.85
- relative energy (zero: lowest compared OMol25 entry of this formula, charge and spin) (kcal per mole) = 0.0
- maximum force (eV/Å) = 1.3
- ⟨S²⟩ = 0.769
- 2S+1 = 2

Cartesian coordinates (Å):
O  -1.58  -0.01  -1.09
H  0.07  2.64  -0.84
C  1.01  1.54  2.12
H  -3.93  -2.89  4.15
N  0.25  1.53  0.91
N  1.58  0.53  -1.58
Cl  -2.26  2.65  -2.20
C  3.40  -2.64  -2.26
C  2.66  -0.37  -1.88
N  -2.58  -2.31  2.70
C  2.01  1.73  -0.86
H  -4.08  -3.76  2.61
H  0.05  3.27  2.93
H  0.56  -1.61  3.05
H  -4.72  -2.16  -3.54
H  3.07  1.58  5.41
H  0.03  1.46  -2.67
H  -2.86  -1.64  0.69
H  -1.48  1.51  2.08
C  -3.00  1.13  -2.60
C  0.85  2.39  -0.12
C  -3.19  -1.23  -2.38
N  -0.93  -1.44  1.53
C  4.96  -0.83  -2.46
H  4.17  1.13  -2.15
H  1.22  3.32  0.33
H  -1.75  1.54  0.33
C  -2.20  -1.77  1.52
H  2.78  1.44  -0.14
H  1.29  3.27  5.03
C  1.50  2.52  4.28
C  -1.47  -2.32  3.50
H  1.61  1.43  -3.50
H  5.47  -2.88  -2.75
C  -0.46  -1.78  2.77
H  -4.65  -2.09  2.74
S  2.27  -0.77  1.28
C  3.94  0.07  -2.16
C  0.93  0.87  -2.84
Cl  -2.67  -2.74  -1.71
C  -4.04  1.15  -3.50
C  2.38  -1.75  -1.92
H  0.64  -0.06  -3.35
C  4.68  -2.18  -2.51
S  0.80  -2.37  -1.56
H  3.45  -0.18  3.72
H  3.17  -3.69  -2.29
C  2.49  1.56  4.50
C  1.97  0.53  2.37
H  -1.50  -2.71  4.50
C  2.71  0.59  3.56
C  -1.14  1.93  1.14
Co  0.21  -0.61  -0.12
H  -4.36  2.09  -3.93
C  0.79  2.50  3.10
Cl  -6.00  -0.02  -4.93
C  -3.88  -2.79  3.07
H  2.44  2.48  -1.55
C  -2.50  -0.05  -1.96
C  -4.23  -1.23  -3.27
H  -1.25  3.02  1.18
H  5.96  -0.46  -2.64
C  -4.66  -0.04  -3.83

Löwdin population analysis, charges in e, atoms 1 to 4:
1. O -0.177
2. H 0.070
3. C -0.274
4. H 0.087

Density functional theory data (ωB97M-V/def2-TZVPD) for C26H26F12N3O2SY as an isolated structure.

- HOMO-LUMO gap (eV) = 6.9
- HOMO energy (eV) = -6.71
- relative energy (zero: lowest compared OMol25 entry of this formula, charge and spin) (kcal per mole) = 14.4
- maximum force (eV/Å) = 2.5
- 2S+1 = 1

Cartesian coordinates (Å):
H  -1.43  0.12  -3.82
H  1.48  2.90  -3.04
F  -2.33  -3.58  -1.79
N  -2.49  1.50  -1.51
C  -1.46  -3.02  -2.63
F  0.57  4.12  1.49
H  -3.47  1.18  -3.36
C  0.56  -4.19  -0.78
H  2.10  -6.76  0.83
C  1.90  -4.10  1.15
F  1.52  -0.84  -2.15
H  0.09  0.65  6.92
C  -3.14  2.58  -0.76
H  1.83  0.65  6.65
Y  -0.19  0.70  -0.66
F  3.59  1.37  2.28
C  1.13  0.79  4.06
C  0.47  2.84  -3.46
H  -3.11  2.32  0.30
H  0.22  -4.75  -1.64
C  0.68  -0.12  4.99
C  2.74  2.38  2.09
C  -2.45  3.94  -0.98
C  1.76  -6.31  -0.10
C  -0.44  -2.14  -1.85
H  -4.19  2.68  -1.04
C  1.38  -4.86  0.11
H  2.57  -6.41  -0.83
S  -0.64  3.87  -1.15
F  -0.94  2.53  1.53
H  0.58  0.84  -3.45
C  0.26  2.96  2.06
O  -1.04  -0.93  -1.61
H  2.61  -4.55  1.84
C  1.52  -2.78  1.34
H  -1.30  4.10  -3.45
H  0.20  4.93  -3.11
H  0.98  -0.86  6.99
C  0.58  -2.13  0.52
H  -0.45  -1.94  5.21
H  -2.84  4.46  -1.85
C  -0.35  4.01  -2.93
H  -1.41  1.62  -4.76
C  -0.24  -1.39  3.16
H  -2.65  4.58  -0.12
H  -2.75  2.75  -3.15
C  -0.05  -1.21  4.51
F  3.22  3.12  1.10
H  -2.90  0.60  -1.28
N  -0.08  1.52  -3.10
H  -0.77  -2.26  2.80
C  0.18  -2.85  -0.64
F  -2.16  -2.30  -3.51
F  0.01  3.21  3.34
F  0.41  -1.29  -3.97
F  -0.88  -4.00  -3.36
C  -2.59  1.69  -2.97
C  0.27  -0.50  2.20
C  0.78  -1.82  -2.79
C  0.92  0.65  2.67
H  1.66  1.66  4.43
H  1.94  -2.24  2.17
F  1.60  -2.82  -3.05
O  1.24  1.63  0.40
H  0.91  -6.89  -0.46
H  0.56  2.94  -4.54
F  2.75  3.15  3.19
N  0.13  -0.83  0.83
C  -1.37  1.20  -3.75
C  1.31  1.84  1.75
C  0.91  0.09  6.47

Löwdin population analysis, charges in e, atoms 1 to 4:
1. H 0.090
2. H 0.124
3. F 0.175
4. N -0.142